Density functional theory data (ωB97M-V with the def2-TZVPD basis set) for a molecular structure, C7H9O2P in a non-equilibrium geometry.

```
19
Properties=species:S:1:pos:R:3:forces:R:3
C 0.545127 -0.796782 2.098302 0.1 0.3 0.2
C 0.123142 -1.687479 1.037422 0.0 -0.3 -0.3
C 0.791460 0.498715 1.843645 0.0 0.0 0.2
C -0.196812 -1.234198 -0.176678 -0.1 0.1 0.0
C 0.775392 0.950378 0.443231 -0.9 4.4 -1.4
C -0.218597 0.245224 -0.472361 0.3 0.0 -0.1
C 0.113341 0.557993 -1.930767 -0.2 0.0 0.4
O 3.321195 1.826330 0.169140 0.8 1.2 0.2
O -1.542007 0.730450 -0.263149 -0.2 0.0 -0.1
P 2.574732 0.590368 -0.010545 -0.9 -1.0 0.0
H 0.627073 -1.201243 3.095261 0.1 0.1 0.1
H 0.059042 -2.741440 1.263685 0.0 -0.1 0.0
H 1.116120 1.186243 2.610636 0.0 0.0 0.1
H -0.584676 -1.886187 -0.943942 0.0 -0.2 -0.1
H 0.495399 2.325870 0.240868 1.1 -4.3 0.9
H -0.636580 0.119866 -2.582393 0.0 -0.1 -0.1
H 1.095874 0.161870 -2.189620 0.0 0.0 -0.1
H 0.110426 1.635945 -2.076842 0.0 0.1 0.0
H -1.809995 0.522182 0.640697 0.1 0.0 0.0
```
Positions in Å, forces in eV/Å.

## Properties
Kohn-Sham gap, eV: 8.1
Strongest force on any atom, eV Å⁻¹: 4.664
Charge: 0
Energy above the lowest of the compared OMol25 structures with the same formula, charge and spin, kcal per mole: 46.60